No. 1
23
Properties=species:S:1:pos:R:3:nbo_charge:R:1 method="wB97M-V/def2-TZVPD" homo_energy_ev=-9.042 gap_ev=10.0 total_charge=0 lumo_ev=1.0
C -1.385 0.152 1.903 -0.634
C -1.382 0.559 0.471 -0.022
C -2.306 -0.042 -0.397 -0.198
C -2.349 0.266 -1.750 -0.213
C -1.533 1.238 -2.299 -0.222
C -0.577 1.823 -1.476 -0.206
C -0.534 1.476 -0.133 -0.211
H -0.696 -0.671 2.110 0.224
H -2.380 -0.087 2.268 0.221
H -0.957 0.902 2.563 0.218
H -2.968 -0.814 -0.028 0.203
H -3.120 -0.211 -2.346 0.211
H -1.522 1.488 -3.342 0.213
H 0.106 2.592 -1.795 0.213
H 0.145 2.028 0.509 0.203
C 3.170 -1.198 1.060 -0.620
C 2.175 -1.454 -0.057 -0.639
H 3.408 -0.156 1.259 0.208
H 2.782 -1.597 2.001 0.204
H 4.068 -1.757 0.915 0.207
H 1.342 -2.086 0.208 0.211
H 2.612 -1.876 -0.982 0.208
H 1.900 -0.577 -0.663 0.221

=====

No. 2
48
Properties=species:S:1:pos:R:3:lowdin_spin:R:1 method="wB97M-V/def2-TZVPD" homo_energy_ev="-14.241 / -14.243" spin_multiplicity=3 gap_ev="7.2 / 7.3" total_charge=+2 s2=2.10 lumo_ev="-7.1 / -6.9"
V -0.683 1.057 -0.575 2.178
C -1.464 0.461 2.350 0.005
N -0.435 1.188 1.558 0.000
C -0.454 2.609 1.990 0.007
C 0.900 0.595 1.856 0.005
C 1.936 1.019 0.840 0.004
N 1.525 0.655 -0.548 -0.002
C 1.770 -0.805 -0.749 0.004
C 2.452 1.340 -1.487 0.001
H -1.200 0.492 3.409 0.000
H -1.519 -0.571 2.011 0.000
H -2.434 0.929 2.207 0.000
H -0.262 2.674 3.064 0.001
H -1.432 3.041 1.785 0.000
H 0.308 3.182 1.464 0.001
H 0.783 -0.489 1.862 0.000
H 1.214 0.888 2.862 0.000
H 2.897 0.551 1.071 0.000
H 2.093 2.098 0.867 0.000
H 2.840 -1.001 -0.655 0.000
H 1.437 -1.095 -1.744 0.000
H 1.234 -1.400 -0.015 0.001
H 3.471 0.992 -1.304 0.000
H 2.414 2.414 -1.337 0.000
H 2.179 1.095 -2.511 0.000
I -0.781 1.140 -3.503 -0.006
C -0.181 3.176 -3.540 0.005
I 0.053 4.035 -1.618 -0.022
H -0.945 3.733 -4.069 0.000
H 0.775 3.219 -4.049 0.000
C -3.448 3.059 -1.011 -0.029
C -2.443 2.011 -0.732 -0.118
O -2.703 0.874 -0.362 -0.026
H -4.460 2.702 -0.839 -0.004
H -3.319 3.377 -2.049 0.000
H -3.228 3.933 -0.394 0.000
Br -0.706 -4.743 -2.730 0.000
C -0.227 -4.568 -0.926 0.000
C 0.446 -5.622 -0.314 0.000
C 0.828 -5.534 1.013 0.000
C 0.542 -4.396 1.755 0.000
C -0.133 -3.343 1.161 0.000
C -0.510 -3.438 -0.174 0.001
I -1.584 -1.855 -1.009 -0.006
H 0.666 -6.511 -0.890 0.000
H 1.347 -6.365 1.472 0.000
H 0.830 -4.334 2.796 0.000
H -0.389 -2.468 1.743 0.000

=====

No. 3
24
Properties=species:S:1:pos:R:3:nbo_charge:R:1 method="wB97M-V/def2-TZVPD" homo_energy_ev=-9.264 gap_ev=9.6 total_charge=0 lumo_ev=0.3
C -1.029 2.126 0.321 -0.418
C -0.513 1.667 -0.819 0.010
C 0.967 1.462 -0.920 -0.670
C -1.438 1.307 -1.948 -0.663
H -2.069 2.174 0.618 0.198
H -0.330 2.229 1.147 0.194
H 1.647 2.305 -0.836 0.234
H 1.210 1.055 -1.914 0.208
H 1.328 0.593 -0.368 0.234
H -0.970 0.828 -2.814 0.209
H -1.789 2.201 -2.482 0.226
H -2.304 0.731 -1.633 0.232
O 2.205 -1.405 -1.414 -0.961
H 3.010 -1.889 -1.220 0.485
H 1.889 -1.614 -2.295 0.480
O 0.059 -2.828 2.331 -0.958
H -0.888 -2.924 2.231 0.483
H 0.421 -2.114 1.803 0.477
O -0.855 -1.563 -0.144 -0.931
H -0.179 -1.110 -0.668 0.477
H -0.816 -1.014 0.650 0.455
O 0.243 -0.391 3.620 -0.941
H -0.586 -0.645 3.204 0.459
H 0.786 -1.181 3.550 0.480

=====

No. 4
46
Properties=species:S:1:pos:R:3:lowdin_spin:R:1 method="wB97M-V/def2-TZVPD" homo_energy_ev="-7.108 / -6.330" spin_multiplicity=5 gap_ev="7.3 / 5.9" total_charge=0 s2=6.18 lumo_ev="0.2 / -0.5"
H 0.471 1.259 0.429 0.001
N 0.528 0.489 -1.551 0.027
B 0.236 0.179 -4.064 -0.002
N 0.579 1.066 -2.821 0.005
C 0.783 2.382 -2.665 0.019
Fe 0.710 -1.241 -1.072 2.914
H 0.835 2.973 -3.558 0.002
C 0.791 2.699 -1.298 0.005
H 0.939 3.667 -0.870 0.001
C 0.576 1.495 -0.619 0.020
H 0.479 0.668 -5.126 0.000
C -0.700 -0.472 1.828 0.623
H -1.108 0.079 0.957 0.031
H 0.375 -0.263 2.010 0.013
H -1.043 -1.488 2.025 0.040
N -1.244 -0.309 -3.938 -0.001
N 1.144 -1.123 -3.868 0.004
N -1.702 -0.989 -2.842 -0.003
N 1.152 -1.784 -2.656 0.027
C -2.290 -0.007 -4.733 0.001
C 2.181 -1.590 -4.579 0.027
H -2.050 0.571 -5.600 0.000
H 2.359 -1.107 -5.531 0.002
C -3.452 -0.464 -4.112 0.000
C 2.797 -2.642 -3.862 0.005
C -3.026 -1.052 -2.904 0.000
C 2.128 -2.776 -2.643 0.032
H -4.440 -0.384 -4.497 0.000
H 3.649 -3.174 -4.230 0.001
H -3.602 -1.548 -2.139 0.000
H 2.329 -3.468 -1.806 0.000
H -1.306 -0.042 3.345 0.027
C -1.097 0.139 5.792 0.003
C -0.092 0.715 4.780 0.011
C 0.487 2.093 5.084 0.005
C 1.036 -0.281 4.481 0.000
O -0.912 0.857 3.596 0.156
H -0.705 -0.065 6.792 0.001
H -1.477 -0.823 5.398 0.000
H -1.937 0.835 5.911 0.000
H 1.037 2.159 6.021 0.001
H 1.184 2.385 4.302 0.000
H -0.294 2.846 5.114 0.000
H 0.600 -1.239 4.166 0.001
H 1.695 0.104 3.696 -0.001
H 1.670 -0.479 5.354 0.000

=====

No. 5
43
Properties=species:S:1:pos:R:3:nbo_charge:R:1 method="wB97M-V/def2-TZVPD" homo_energy_ev=-9.016 gap_ev=9.3 total_charge=0 lumo_ev=0.3
N -1.805 -2.359 1.281 -0.640
N -1.514 -1.906 0.006 -0.190
C -0.436 -2.237 -0.769 0.114
S 0.810 -3.340 -0.228 0.253
C 1.665 -2.228 0.984 -0.606
C 1.073 -0.829 0.940 0.683
O 0.268 -0.494 1.802 -0.678
N 1.428 -0.024 -0.068 -0.434
C 2.339 -0.359 -1.141 -0.218
C 3.751 0.176 -0.900 -0.401
C 3.792 1.677 -0.608 -0.408
C 3.185 2.032 0.753 -0.399
C 1.680 2.317 0.730 -0.409
C 0.869 1.313 -0.100 -0.223
N -0.481 -1.602 -1.908 -0.271
N -1.558 -0.826 -1.892 -0.274
C -2.194 -0.993 -0.750 0.297
C -3.403 -0.284 -0.388 -0.052
C -4.158 -0.590 0.744 -0.242
C -5.299 0.158 0.988 0.038
N -5.713 1.144 0.211 -0.414
C -4.999 1.427 -0.866 0.035
C -3.843 0.752 -1.215 -0.226
H -1.443 -1.685 1.963 0.404
H -1.320 -3.247 1.418 0.378
H 2.725 -2.253 0.746 0.237
H 1.503 -2.643 1.979 0.246
H 1.931 0.074 -2.058 0.217
H 2.367 -1.438 -1.292 0.223
H 4.209 -0.355 -0.062 0.191
H 4.343 -0.038 -1.792 0.214
H 3.281 2.226 -1.401 0.198
H 4.838 1.988 -0.617 0.214
H 3.681 2.920 1.150 0.214
H 3.385 1.216 1.451 0.195
H 1.498 3.313 0.323 0.206
H 1.318 2.306 1.759 0.218
H -0.152 1.267 0.290 0.236
H 0.821 1.623 -1.144 0.204
H -3.871 -1.391 1.404 0.243
H -5.916 -0.043 1.854 0.192
H -5.376 2.237 -1.476 0.194
H -3.280 0.999 -2.100 0.242

=====

No. 6
19
Properties=species:S:1:pos:R:3:nbo_charge:R:1 method="wB97M-V/def2-TZVPD" homo_energy_ev=-8.778 gap_ev=9.6 total_charge=0 lumo_ev=0.8
N -0.767 2.521 0.712 -0.860
C -0.563 1.029 0.554 -0.214
C -0.262 0.654 -1.076 -0.030
N 0.453 1.728 -1.745 -0.890
C 0.564 -0.599 -1.147 -0.420
C 0.042 -1.843 -0.366 -0.499
S 0.111 -1.784 1.502 -0.060
H 0.106 3.032 1.162 0.355
H -0.927 3.097 -0.090 0.362
H -1.375 0.396 0.865 0.181
H 0.256 0.675 1.074 0.195
H -1.290 0.413 -1.539 0.166
H 1.394 1.604 -2.148 0.372
H 0.653 2.697 -1.236 0.368
H 0.564 -0.788 -2.184 0.211
H 1.490 -0.472 -0.688 0.201
H -0.930 -2.075 -0.750 0.211
H 0.703 -2.608 -0.769 0.227
H 1.094 -2.616 1.709 0.124

=====

Values of ΔE to the lowest compared entry with this formula, charge and spin, in order: 63.1; 0.0; 156.8; 269.4; 172.9; 189.3, all in kJ/mol.